*w*
{
  "formula": "C12H11NO",
  "method": "the ωB97M-V functional and the def2-TZVPD basis",
  "smiles": "CC1=C=C(C)C(=O)c2c[nH]cc2/C=C\\1",
  "gap_ha": 0.31454,
  "species": ["O", "N", "C", "C", "C", "C", "C", "C", "C", "C", "C", "C", "C", "C", "H", "H", "H", "H", "H", "H", "H", "H", "H", "H", "H"],
  "coordinates": [[-0.07, -2.19, 1.47], [-3.40, 0.17, 0.34], [-1.33, 0.89, -0.34], [-1.22, -0.45, 0.29], [1.70, 0.67, 0.38], [0.91, -1.48, -0.58], [1.70, -0.49, -0.25], [2.65, 1.24, 1.36], [-2.56, -0.82, 0.62], [-0.26, 1.80, -0.55], [0.97, -2.51, -1.69], [1.04, 1.69, -0.37], [-0.17, -1.44, 0.49], [-2.67, 1.22, -0.16], [1.48, 2.60, -0.55], [-0.38, 2.80, -0.84], [-3.14, 2.05, -0.73], [3.68, 1.68, 1.15], [1.77, -3.19, -1.49], [0.09, -3.29, -1.74], [2.82, 0.51, 2.16], [2.28, 2.07, 1.99], [-2.79, -1.79, 1.03], [1.19, -2.06, -2.65], [-4.28, 0.33, 0.66]],
  "nbo_charge": [-0.555, -0.485, -0.102, -0.220, -0.081, -0.151, 0.098, -0.660, 0.012, -0.199, -0.635, -0.170, 0.565, -0.059, 0.195, 0.211, 0.215, 0.237, 0.232, 0.226, 0.230, 0.225, 0.230, 0.227, 0.415]
}

*x*
{
  "formula": "C12H11NO",
  "method": "the ωB97M-V functional and the def2-TZVPD basis",
  "smiles": "C=C=C=NC/C=C(\\O)c1ccccc1",
  "gap_ha": 0.30045,
  "species": ["O", "N", "C", "C", "C", "C", "C", "C", "C", "C", "C", "C", "C", "C", "H", "H", "H", "H", "H", "H", "H", "H", "H", "H", "H"],
  "coordinates": [[1.66, -0.64, -0.54], [1.37, 2.60, -1.90], [0.93, 1.56, 0.34], [-0.81, -2.39, 2.32], [-1.48, 0.04, 1.10], [-2.02, -1.85, 2.59], [0.81, 0.22, 0.21], [-0.12, -0.33, -3.65], [0.06, -1.80, 1.41], [1.78, 2.49, -0.46], [-0.14, -0.48, 0.95], [-2.32, -0.64, 1.92], [0.48, 0.52, -2.85], [0.88, 1.70, -2.50], [-3.24, -0.18, 2.33], [-1.90, 0.82, 0.54], [-2.74, -2.16, 3.29], [-0.46, -0.18, -4.66], [-0.29, -3.22, 2.75], [1.67, -0.17, -1.39], [0.96, -2.35, 1.20], [1.80, 3.48, 0.04], [2.86, 2.17, -0.58], [0.13, -1.32, -3.40], [0.15, 2.09, 0.94]],
  "nbo_charge": [-0.713, -0.376, -0.306, -0.205, -0.203, -0.216, 0.320, -0.323, -0.176, -0.271, -0.085, -0.205, -0.257, 0.365, 0.208, 0.220, 0.215, 0.207, 0.215, 0.493, 0.222, 0.222, 0.222, 0.205, 0.222]
}

It is *w* that is the most stable of them.

*w*
{
  "formula": "C17H26BrN2PdSbSe4",
  "method": "the ωB97M-V functional and the def2-TZVPD basis",
  "multiplicity": 3,
  "gap_ha": [0.26047, 0.20030],
  "species": ["Sb", "Pd", "Br", "Se", "Se", "Se", "Se", "N", "N", "C", "C", "C", "C", "C", "C", "C", "C", "C", "C", "C", "C", "C", "C", "C", "C", "C", "H", "H", "H", "H", "H", "H", "H", "H", "H", "H", "H", "H", "H", "H", "H", "H", "H", "H", "H", "H", "H", "H", "H", "H", "H", "H"],
  "coordinates": [[-7.21, 13.69, 2.43], [-8.72, 14.58, 4.24], [-7.08, 9.56, 5.67], [-10.23, 15.90, 7.73], [-10.02, 16.21, 5.48], [-10.70, 13.64, 0.90], [-11.00, 14.20, 3.04], [-9.37, 11.05, 5.46], [-8.14, 13.58, 8.12], [-9.34, 9.14, 3.94], [-5.10, 14.72, 6.66], [-7.00, 15.11, 0.78], [-4.89, 16.25, 4.89], [-10.61, 9.62, 3.45], [-7.52, 13.98, 9.42], [-6.23, 16.08, 4.59], [-6.41, 14.44, 6.32], [-11.18, 10.76, 3.99], [-8.78, 9.96, 4.91], [-7.16, 13.29, 6.99], [-7.01, 15.11, 5.22], [-5.08, 13.39, 2.38], [-4.30, 15.59, 5.94], [-9.06, 12.47, 8.25], [-7.55, 12.13, 0.95], [-10.58, 11.40, 5.03], [-7.02, 13.09, 9.85], [-11.19, 9.04, 2.82], [-8.70, 14.41, 7.80], [-6.83, 16.12, 1.01], [-6.60, 12.49, 7.35], [-10.05, 12.68, 7.81], [-4.68, 14.22, 2.99], [-4.72, 14.14, 7.55], [-4.24, 16.87, 4.27], [-8.91, 8.20, 3.67], [-3.23, 15.75, 6.05], [-8.40, 12.47, 0.33], [-4.81, 12.42, 2.78], [-7.82, 11.13, 1.32], [-11.04, 12.19, 5.55], [-6.20, 14.78, 0.05], [-7.80, 12.92, 6.26], [-6.62, 12.05, 0.34], [-6.80, 14.72, 9.15], [-8.78, 11.60, 7.65], [-9.29, 12.15, 9.27], [-7.93, 14.98, 0.19], [-6.64, 16.42, 3.66], [-4.65, 13.51, 1.38], [-12.19, 10.97, 3.62], [-8.27, 14.30, 10.08]],
  "nbo_charge": [1.207, 0.226, 0.038, -0.331, -0.048, -0.283, -0.282, -0.490, -0.457, -0.279, -0.188, -0.973, -0.191, -0.135, -0.399, -0.305, -0.165, -0.237, 0.139, -0.223, -0.138, -0.980, -0.242, -0.463, -0.983, 0.060, 0.209, 0.218, 0.465, 0.220, 0.210, 0.240, 0.230, 0.201, 0.214, 0.239, 0.220, 0.249, 0.225, 0.227, 0.208, 0.222, 0.242, 0.221, 0.229, 0.261, 0.220, 0.244, 0.211, 0.231, 0.239, 0.224]
}

*x*
{
  "formula": "C17H26BrN2PdSbSe4",
  "method": "the ωB97M-V functional and the def2-TZVPD basis",
  "multiplicity": 3,
  "gap_ha": [0.25050, 0.21795],
  "species": ["Sb", "Pd", "Br", "Se", "Se", "Se", "Se", "N", "N", "C", "C", "C", "C", "C", "C", "C", "C", "C", "C", "C", "C", "C", "C", "C", "C", "C", "H", "H", "H", "H", "H", "H", "H", "H", "H", "H", "H", "H", "H", "H", "H", "H", "H", "H", "H", "H", "H", "H", "H", "H", "H", "H"],
  "coordinates": [[2.23, 0.36, 1.57], [-0.32, 0.30, 1.66], [-1.53, 2.78, -3.91], [-0.38, 2.41, 3.08], [-2.66, 0.03, 1.99], [-2.54, -1.39, 3.74], [1.30, 2.02, 4.54], [-1.79, -0.58, -2.13], [-2.72, 2.58, -1.38], [-0.07, -1.54, 0.74], [-2.00, 3.77, 0.58], [0.38, -3.03, -1.12], [3.03, -0.32, -0.37], [-2.71, -1.36, -1.23], [0.15, -2.69, 1.55], [-1.76, 3.13, -2.03], [0.49, -3.93, 1.08], [-1.82, -1.09, -3.51], [-0.87, 4.07, -1.48], [-0.37, -0.55, -1.55], [0.57, -4.12, -0.28], [2.95, -1.13, 2.90], [3.81, 1.71, 1.78], [-0.98, 4.38, -0.12], [-2.82, 2.90, -0.10], [0.08, -1.74, -0.62], [-2.46, -1.19, -0.19], [2.92, -0.73, 3.93], [-3.74, -1.03, -1.38], [3.79, 2.45, 1.00], [0.09, -2.54, 2.63], [2.39, -2.07, 2.86], [-0.39, 0.38, -1.01], [0.80, -5.10, -0.70], [3.82, 2.40, 2.64], [4.07, 0.02, -0.52], [-2.21, 3.90, 1.65], [4.70, 1.12, 1.83], [2.98, -1.38, -0.42], [-3.68, 2.43, 0.41], [-2.60, -2.40, -1.35], [-0.08, 4.53, -2.03], [0.27, -0.43, -2.39], [-2.07, 0.39, -2.08], [3.94, -1.32, 2.60], [-1.38, -2.08, -3.54], [2.46, 0.02, -1.27], [-1.18, -0.41, -4.09], [0.41, -3.16, -2.17], [-2.80, -1.13, -3.91], [0.58, -4.73, 1.81], [-0.25, 5.10, 0.31]],
  "nbo_charge": [1.286, 0.206, 0.007, -0.266, -0.237, -0.218, -0.287, -0.357, -0.496, -0.213, -0.236, -0.183, -1.010, -0.445, -0.267, 0.163, -0.211, -0.407, -0.284, -0.235, -0.251, -0.998, -1.008, -0.137, 0.043, -0.157, 0.275, 0.256, 0.224, 0.233, 0.230, 0.242, 0.238, 0.215, 0.255, 0.225, 0.257, 0.226, 0.228, 0.219, 0.225, 0.235, 0.209, 0.452, 0.215, 0.223, 0.216, 0.226, 0.186, 0.227, 0.220, 0.240]
}

It is *x* that is the most stable of them.

*w*
{
  "formula": "C6H17N2",
  "method": "the ωB97M-V functional and the def2-TZVPD basis",
  "total_charge": 1,
  "gap_ha": 0.21064,
  "species": ["N", "N", "C", "C", "C", "C", "C", "C", "H", "H", "H", "H", "H", "H", "H", "H", "H", "H", "H", "H", "H", "H", "H", "H", "H"],
  "coordinates": [[0.55, -0.79, -0.59], [2.21, 0.64, 1.38], [-0.44, 0.15, -0.83], [2.34, 0.87, -0.07], [1.86, -0.37, -0.94], [-1.68, -0.59, 1.31], [-2.84, 0.97, -0.40], [-1.81, -0.10, -0.17], [0.06, -4.70, 0.53], [-3.87, 0.76, -0.06], [1.25, 0.35, 1.57], [-2.62, -1.04, 1.64], [2.56, -1.22, -0.86], [-0.69, 0.22, -1.90], [-0.91, -1.40, 1.29], [1.93, 1.80, -0.47], [-2.64, 1.97, 0.01], [-0.15, 1.28, -0.58], [-0.27, -5.35, 0.35], [1.89, 0.03, -1.96], [-1.43, 0.22, 1.99], [2.39, 1.46, 1.94], [3.44, 0.89, -0.17], [-1.98, -0.99, -0.79], [-2.91, 1.11, -1.51]],
  "nbo_charge": [0.186, -0.797, -0.387, -0.176, -0.347, -0.616, -0.633, -0.216, -0.024, 0.258, 0.349, 0.247, 0.261, 0.360, 0.219, 0.204, 0.225, 0.283, 0.024, 0.298, 0.214, 0.397, 0.248, 0.208, 0.215]
}

*x*
{
  "formula": "C6H17N2",
  "method": "the ωB97M-V functional and the def2-TZVPD basis",
  "total_charge": 1,
  "smiles": "CC(C)C[NH2+]CCN",
  "gap_ha": 0.38594,
  "species": ["N", "N", "C", "C", "C", "C", "C", "C", "H", "H", "H", "H", "H", "H", "H", "H", "H", "H", "H", "H", "H", "H", "H", "H", "H"],
  "coordinates": [[-1.70, 0.98, -2.94], [-0.28, 0.11, -0.23], [2.43, -0.45, 0.51], [-1.71, 1.58, -1.60], [0.94, -2.00, 1.86], [1.30, -0.53, 1.58], [0.12, 0.36, 1.21], [-1.69, 0.43, -0.57], [1.05, -2.37, 2.88], [-2.11, 0.94, 0.28], [-0.72, 0.05, 1.83], [0.39, 0.49, -0.90], [2.42, -1.21, -0.28], [-0.11, -2.14, 1.57], [0.30, 1.43, 1.33], [-2.53, 0.56, -3.32], [-0.77, 2.12, -1.68], [-2.29, -0.43, -0.80], [2.28, 0.46, -0.08], [1.73, -0.09, 2.47], [-2.56, 2.22, -1.41], [-0.01, -0.87, -0.31], [3.39, -0.51, 0.99], [1.48, -2.69, 1.23], [-1.35, 1.58, -3.62]],
  "nbo_charge": [-0.858, -0.512, -0.619, -0.231, -0.626, -0.263, -0.202, -0.235, 0.252, 0.222, 0.230, 0.440, 0.214, 0.191, 0.233, 0.378, 0.206, 0.247, 0.185, 0.246, 0.207, 0.439, 0.255, 0.228, 0.372]
}

It is *x* that is the most stable of them.

*w*
{
  "formula": "C6H17N2",
  "method": "the ωB97M-V functional and the def2-TZVPD basis",
  "total_charge": 1,
  "gap_ha": 0.24568,
  "species": ["N", "N", "C", "C", "C", "C", "C", "C", "H", "H", "H", "H", "H", "H", "H", "H", "H", "H", "H", "H", "H", "H", "H", "H", "H"],
  "coordinates": [[2.22, -1.13, 0.50], [-0.50, 1.16, -3.82], [-1.37, -0.19, 1.46], [-0.55, 0.94, 0.69], [0.29, 0.29, -0.31], [-2.22, 0.46, 2.56], [1.98, -2.26, -0.43], [1.75, 0.16, -0.06], [-1.34, 0.96, -3.29], [1.69, -1.27, 1.36], [2.35, 0.33, -0.96], [2.01, -3.20, 0.12], [-0.80, 1.86, -4.49], [-2.79, -0.29, 3.10], [1.02, -2.18, -0.95], [-0.02, 0.31, -1.35], [-1.66, 1.10, 3.25], [-2.04, -0.55, 0.68], [-1.24, 1.68, 0.29], [-2.92, 1.10, 2.02], [-0.02, 1.73, -3.13], [2.79, -2.27, -1.15], [-0.78, -1.05, 1.77], [2.05, 0.93, 0.66], [0.09, 1.38, 1.45]],
  "nbo_charge": [-0.523, -1.042, -0.337, -0.554, 0.443, -0.604, -0.431, -0.377, 0.340, 0.356, 0.256, 0.233, 0.379, 0.249, 0.166, 0.228, 0.225, 0.218, 0.283, 0.218, 0.328, 0.221, 0.221, 0.246, 0.256]
}

*x*
{
  "formula": "C6H17N2",
  "method": "the ωB97M-V functional and the def2-TZVPD basis",
  "total_charge": 1,
  "gap_ha": 0.20891,
  "species": ["N", "N", "C", "C", "C", "C", "C", "C", "H", "H", "H", "H", "H", "H", "H", "H", "H", "H", "H", "H", "H", "H", "H", "H", "H"],
  "coordinates": [[-1.02, -1.21, -2.03], [1.00, -0.10, 2.29], [1.07, 0.82, 0.05], [0.34, -0.70, -2.18], [-3.06, -1.31, -0.57], [2.10, 2.07, 1.99], [-1.68, -0.73, -0.79], [1.85, 0.68, 1.32], [-1.58, -0.82, -2.78], [-3.12, -2.23, 0.03], [1.36, -0.94, 2.72], [0.92, -1.49, -2.63], [0.08, 1.10, 0.46], [2.77, 0.08, 1.28], [1.55, 1.36, -0.75], [1.23, 2.71, 1.74], [0.43, 0.22, -2.77], [-1.02, -1.02, 0.01], [1.96, 1.95, 3.04], [-1.82, 0.37, -0.76], [-3.90, -0.64, -0.41], [-3.45, -1.71, -1.56], [0.20, -0.32, 1.71], [3.03, 2.53, 1.67], [0.78, -0.66, -1.10]],
  "nbo_charge": [-0.592, -0.827, 0.108, -0.318, -0.652, -0.567, -0.223, -0.199, 0.376, 0.238, 0.402, 0.252, 0.235, 0.252, 0.237, 0.222, 0.212, 0.167, 0.284, 0.169, 0.239, 0.232, 0.341, 0.244, 0.167]
}

*y*
{
  "formula": "C6H17N2",
  "method": "the ωB97M-V functional and the def2-TZVPD basis",
  "total_charge": 1,
  "smiles": "C[NH2+]CCC[C@H](C)N",
  "gap_ha": 0.39737,
  "species": ["N", "N", "C", "C", "C", "C", "C", "C", "H", "H", "H", "H", "H", "H", "H", "H", "H", "H", "H", "H", "H", "H", "H", "H", "H"],
  "coordinates": [[1.16, 1.38, 0.27], [0.64, -0.89, -1.69], [-1.20, 0.77, 0.47], [0.10, 1.53, 2.59], [0.13, 0.83, 1.23], [-1.41, -0.58, -0.24], [-0.85, -0.59, -1.67], [1.07, -2.22, -1.22], [-0.10, 0.79, 3.37], [0.99, -0.71, -2.62], [-1.16, 1.55, -0.29], [-2.03, 1.03, 1.12], [-0.99, 0.40, -2.09], [1.08, -0.13, -1.09], [-0.92, -1.36, 0.36], [-2.41, -1.00, -0.21], [1.00, -2.98, -1.98], [-1.32, -1.33, -2.33], [-0.59, 2.37, 2.52], [2.12, -2.14, -1.03], [0.52, -2.51, -0.35], [1.01, 2.04, 2.91], [0.50, -0.17, 1.46], [0.75, 2.13, -0.29], [1.92, 1.78, 0.80]],
  "nbo_charge": [-0.875, -0.537, -0.416, -0.634, -0.044, -0.435, -0.216, -0.422, 0.233, 0.429, 0.197, 0.247, 0.224, 0.479, 0.213, 0.257, 0.236, 0.230, 0.218, 0.234, 0.231, 0.225, 0.174, 0.365, 0.389]
}

*z*
{
  "formula": "C6H17N2",
  "method": "the ωB97M-V functional and the def2-TZVPD basis",
  "total_charge": 1,
  "smiles": "CCCCNCC[NH3+]",
  "gap_ha": 0.36812,
  "species": ["N", "N", "C", "C", "C", "C", "C", "C", "H", "H", "H", "H", "H", "H", "H", "H", "H", "H", "H", "H", "H", "H", "H", "H", "H"],
  "coordinates": [[-2.46, -1.55, 0.03], [-0.46, 0.19, 0.35], [0.78, -0.45, -0.03], [1.68, 1.41, -1.64], [-1.93, -1.39, 1.46], [2.24, 2.15, -0.39], [-0.92, -0.24, 1.65], [1.27, -0.04, -1.43], [-2.85, -1.20, 2.05], [2.76, 3.01, -0.76], [-1.64, -1.73, -0.54], [2.38, 1.63, -2.44], [-1.23, 0.48, 2.41], [-3.18, -2.27, 0.05], [0.00, -0.63, 2.24], [-2.75, -0.60, -0.28], [0.74, -1.54, -0.02], [1.43, 2.32, 0.33], [0.50, -0.32, -2.19], [2.98, 1.51, 0.11], [1.60, -0.11, 0.66], [-0.36, 1.19, 0.31], [-1.59, -2.39, 1.70], [0.84, 2.02, -1.98], [2.02, -0.75, -1.79]],
  "nbo_charge": [-0.680, -0.679, -0.235, -0.420, -0.223, -0.603, -0.272, -0.420, 0.227, 0.234, 0.451, 0.231, 0.246, 0.448, 0.215, 0.458, 0.192, 0.179, 0.201, 0.203, 0.195, 0.394, 0.226, 0.199, 0.231]
}

It is *y* that is the most stable of them.

*w*
{
  "formula": "C4H4O",
  "method": "the ωB97M-V functional and the def2-TZVPD basis",
  "gap_ha": [0.25476, 0.25478],
  "species": ["O", "C", "C", "C", "C", "H", "H", "H", "H"],
  "coordinates": [[-1.16, 1.61, 0.41], [-0.27, 0.24, -1.52], [-0.50, 0.78, -0.21], [0.60, -0.72, -1.29], [0.13, 0.23, 1.06], [1.08, -1.41, -1.98], [-0.49, -0.43, 1.65], [0.79, 0.88, 1.63], [0.92, -0.86, -0.16]],
  "nbo_charge": [-0.426, -0.307, 0.473, -0.317, -0.213, 0.219, 0.218, 0.221, 0.132]
}

*x*
{
  "formula": "C4H4O",
  "method": "the ωB97M-V functional and the def2-TZVPD basis",
  "smiles": "C=C=C=C=O.[H][H]",
  "gap_ha": 0.30073,
  "species": ["O", "C", "C", "C", "C", "H", "H", "H", "H"],
  "coordinates": [[3.16, 0.24, -0.33], [2.01, 0.47, -0.37], [-1.79, 0.56, -0.25], [-0.49, 0.68, -0.38], [0.77, 0.81, -0.51], [0.27, -1.61, 0.99], [-2.33, 1.09, 0.53], [-2.35, -0.10, -0.91], [0.75, -2.13, 1.23]],
  "nbo_charge": [-0.436, 0.732, -0.577, 0.262, -0.478, -0.004, 0.249, 0.249, 0.003]
}

It is *x* that is the most stable of them.